The following is a quantum chemistry calculation of C14H27NNbO2 as an isolated structure, from the OMol25 dataset.

Properties
Spin multiplicity ... 1
HOMO ... -0.162 Eh
Kohn-Sham gap ... 6.872 eV
Charge ... -1
Lowest unoccupied orbital energy ... 2.47 eV

XYZ file:
```
45
Properties=species:S:1:pos:R:3:forces:R:3:lowdin_charge:R:1
C -1.36878 2.54850 -2.24554 0.2 -1.5 0.2 -0.08
C -0.22812 1.52223 -2.57276 1.4 -0.1 -0.8 -0.21
C 1.00678 2.10699 -3.12539 0.1 -2.2 0.3 -0.07
C 2.14295 1.26570 -3.47128 -2.3 -0.9 1.0 -0.12
C 1.98662 -0.17515 -3.28018 -0.8 0.8 0.3 -0.12
C 0.78589 -0.79105 -2.74013 0.3 2.7 -0.4 -0.07
C -0.36085 0.06445 -2.34733 0.8 0.6 -0.7 -0.27
C -1.64821 -0.57051 -1.72614 0.6 0.0 -1.4 -0.35
Nb -1.24226 -0.82860 0.52363 -0.4 -0.1 -1.3 1.44
C -2.04544 1.25084 1.06409 1.0 0.3 1.1 -0.41
C -0.89120 1.99382 1.87919 -0.3 -0.2 0.0 -0.33
C -1.40957 3.14297 2.83102 1.3 -0.6 -0.2 -0.27
O -1.66054 2.54601 4.13610 -0.3 0.8 -0.3 -0.12
C -0.28808 -2.90497 0.25183 1.2 0.4 0.8 -0.34
C 0.91219 -3.22427 1.23842 0.3 -0.4 -0.9 -0.49
O 0.57738 -3.11873 2.63436 0.6 0.2 -0.4 -0.14
C 2.20368 -2.37340 0.95851 -0.1 -0.3 0.2 -0.27
N 3.36363 -2.92049 1.72034 0.2 0.1 0.3 -0.04
H -1.60373 3.23413 -3.09682 0.5 -0.4 0.7 0.07
H -2.30014 1.96132 -2.03689 0.8 0.8 -0.1 0.04
H -1.06674 3.08089 -1.30893 -0.5 -0.1 -0.9 0.07
H 1.09914 3.21226 -3.26451 -0.3 -1.1 0.2 0.09
H 3.08781 1.69340 -3.86605 -0.8 -0.4 0.3 0.08
H 2.85754 -0.81585 -3.56150 -0.9 0.5 0.3 0.08
H 0.76085 -1.89641 -2.63758 -0.2 1.0 0.0 0.08
H -2.57111 0.02300 -1.95150 0.8 -0.4 0.2 0.02
H -1.79148 -1.57073 -2.23209 0.1 0.8 0.6 0.04
H -2.94872 -1.53646 0.64250 -0.3 0.0 0.0 -0.14
H -1.01459 -1.06386 2.33094 -0.4 0.0 0.1 -0.09
H 0.42712 -0.08253 0.32564 0.2 0.3 0.0 -0.08
H -2.40098 1.83462 0.17713 0.3 -0.4 0.8 0.01
H -2.89635 1.09738 1.78499 0.6 0.1 -0.7 0.03
H -0.03178 2.30605 1.21649 -1.0 -0.1 0.5 0.08
H -0.45261 1.20078 2.55398 -0.3 1.0 -0.5 0.05
H -2.32291 3.62364 2.40520 0.5 -0.5 0.7 0.11
H -0.61789 3.92562 2.99314 -0.7 -0.4 -0.4 0.10
H -0.81450 2.55474 4.60890 -0.4 -0.1 -0.3 0.07
H 0.14996 -2.96151 -0.78902 -0.6 0.0 0.9 0.02
H -1.08332 -3.68984 0.35670 0.6 0.6 -0.1 0.03
H 1.19742 -4.30286 1.05446 -0.1 0.9 0.5 0.13
H 0.85260 -2.21753 2.89011 -0.6 -0.5 -0.1 0.05
H 2.43894 -2.46033 -0.13376 -0.2 0.4 0.9 0.11
H 2.08186 -1.29790 1.25849 -0.5 -0.9 -0.7 0.08
H 4.04355 -2.17093 1.88999 -0.3 -0.4 -0.3 0.05
H 3.08399 -3.21543 2.66129 -0.2 0.1 -0.5 0.05
```
Forces are in eV/Å.

***

The following is a quantum chemistry calculation of C14H27NO12S3Ti as an isolated structure, from the OMol25 dataset.

Properties
Spin multiplicity ... 4
HOMO (alpha / beta) ... -0.036 / -0.180 Eh
Kohn-Sham gap (alpha / beta) ... 2.866 / 6.719 eV
Charge ... -1
Lowest unoccupied orbital energy (alpha / beta) ... 1.88 / 1.83 eV
⟨S²⟩ ... 3.7529

XYZ file:
```
58
Properties=species:S:1:pos:R:3:forces:R:3:lowdin_charge:R:1
Ti -0.20251 1.14982 0.57290 -0.4 -0.5 1.0 0.61
S -0.22827 2.82295 2.87264 0.0 1.5 1.1 0.23
O 0.73250 2.70352 3.96324 0.3 -0.3 0.2 -0.38
O -0.91276 1.50311 2.65488 -0.4 -1.0 -0.7 -0.47
O -1.18421 3.90610 3.10204 0.1 -0.5 -0.3 -0.38
O 0.51844 3.02643 1.58287 0.3 -0.1 -1.3 -0.47
C 2.80804 3.51775 -0.87844 -1.1 -0.4 -0.1 -0.08
C 1.43094 3.23235 -1.54915 1.3 0.5 -0.1 -0.10
O 1.83691 2.88641 -2.88214 -0.6 0.3 -0.8 0.05
C 3.15833 2.95502 -3.06055 -0.3 -0.3 0.5 -0.60
O 3.71644 2.79031 -4.10064 0.2 0.0 -0.1 0.14
O 3.76632 3.18429 -1.88397 0.5 0.0 0.0 0.05
H 2.88820 2.86922 -0.01008 0.4 0.3 0.1 0.09
H 2.94393 4.57327 -0.66555 -0.1 0.0 0.4 0.13
H 0.84656 4.15057 -1.55347 -0.3 -0.2 -0.2 0.13
H 0.88213 2.38148 -1.15337 0.1 0.2 0.3 0.05
C -1.77063 -1.59626 3.58040 0.8 1.4 -0.8 -0.12
C -0.27593 -1.31078 3.42379 -1.4 1.1 0.6 -0.15
O 0.28668 -2.58635 3.74851 0.2 -0.6 0.1 0.07
C -0.65247 -3.53899 3.51859 0.4 0.4 -0.1 -0.59
O -0.49022 -4.72454 3.53513 0.3 0.2 0.0 0.12
O -1.82166 -2.96344 3.22125 -1.0 -0.6 0.1 0.04
H -2.31209 -0.95095 2.88766 -0.2 -0.4 0.0 0.12
H -2.12676 -1.40571 4.59379 0.0 -0.4 0.1 0.13
H -0.06575 -0.47188 4.09142 0.8 -0.5 0.2 0.13
H -0.02606 -0.95809 2.42064 0.1 -0.4 -0.2 0.06
C -2.79936 -4.00754 -2.03966 0.6 0.3 -0.9 -0.10
C -1.49018 -4.54958 -1.46950 0.1 0.1 0.8 -0.25
C -1.23630 -4.11329 -0.00615 -0.6 0.1 -0.5 -0.16
C -1.28599 -2.65037 0.13360 -0.3 -0.2 0.3 -0.18
N -1.33318 -1.51521 0.31066 0.2 0.3 -0.4 0.20
H -2.65378 -2.96847 -2.33573 -0.2 0.1 0.1 0.04
H -3.69030 -4.05732 -1.41727 0.2 -0.2 0.3 0.08
H -2.99766 -4.56308 -2.95950 -0.2 0.1 0.0 0.07
H -0.61419 -4.21269 -2.02498 -0.2 -0.1 -0.5 0.11
H -1.54072 -5.63797 -1.50925 0.3 0.0 0.2 0.10
H -0.27095 -4.42798 0.38641 0.0 -0.3 0.0 0.12
H -2.04874 -4.55414 0.57289 0.2 0.2 0.5 0.12
C 2.68072 0.81319 2.20531 -0.6 0.8 -0.5 -0.27
S 2.90396 -0.16855 0.72626 -0.1 -0.2 -0.1 0.87
O 1.87802 0.25707 -0.30733 0.4 0.5 0.1 -0.62
C 4.53693 0.53936 0.26845 -0.8 -0.7 0.0 -0.24
H 3.56160 0.71640 2.83529 -0.1 -0.2 0.2 0.07
H 1.71719 0.59065 2.66593 0.3 -0.5 0.3 0.02
H 2.50400 1.85487 1.90365 0.3 0.0 0.0 0.04
H 4.58936 1.59141 0.52967 0.2 0.0 -0.1 0.04
H 4.65768 0.33432 -0.79328 0.0 0.3 -0.1 0.05
H 5.25135 -0.08142 0.80832 0.1 0.2 0.2 0.04
C -2.71493 2.70617 -3.16426 -0.7 -0.1 -1.0 -0.25
S -1.54033 1.35240 -2.88500 0.3 0.2 0.8 0.89
O -1.27498 1.35177 -1.39562 -0.1 -0.1 -0.6 -0.64
C -2.72104 0.01924 -3.21566 0.0 0.4 -0.5 -0.25
H -3.39385 2.87342 -2.32992 0.1 -0.3 0.2 0.07
H -3.28133 2.38429 -4.04691 -0.2 0.0 0.2 0.04
H -2.31846 3.66688 -3.49124 0.8 -0.2 0.4 0.05
H -2.25464 -0.95928 -3.16616 0.3 0.1 0.4 0.03
H -2.98470 0.16858 -4.26646 -0.3 0.0 0.1 0.05
H -3.58127 0.10129 -2.55498 0.0 -0.1 0.0 0.07
```
Forces are in eV/Å.

***

The following is a quantum chemistry calculation of a 2-piece molecular cluster, C14H28BBrN2O2 overall, from the OMol25 dataset.

Properties
Spin multiplicity ... 1
HOMO ... -0.231 Eh
Kohn-Sham gap ... 5.451 eV
Lowest unoccupied orbital energy ... -0.84 eV

XYZ file:
```
48
Properties=species:S:1:pos:R:3:forces:R:3:lowdin_charge:R:1
C 3.21869 0.45645 1.95161 -0.4 -0.6 -0.4 -0.08
C 3.11714 -0.74504 0.98613 0.6 0.3 0.2 -0.25
C 2.85855 -2.10122 1.64126 -0.5 0.0 -0.5 -0.19
C 1.40571 -2.41867 2.07893 0.6 0.1 0.4 -0.16
C 0.47370 -1.22098 2.25248 -0.5 -0.4 -0.1 -0.10
C -0.07224 -0.65194 0.99667 0.4 -0.2 0.2 -0.15
N -0.40965 -1.40473 0.00589 -0.5 0.5 -0.2 0.19
C -0.86046 -0.58438 -1.13409 0.7 0.6 -1.1 -0.14
B -1.53228 -1.28744 -2.39061 -0.8 -0.3 0.9 -0.55
O -1.07983 -2.57460 -2.68243 0.1 0.4 -0.1 0.14
N -2.52100 -0.64310 -3.19456 1.5 -0.8 -1.1 -0.06
C -2.82347 -1.48979 -4.37665 -0.7 0.8 0.0 -0.08
C -1.98648 0.66455 -3.68898 -0.6 0.0 0.6 -0.05
C -1.34825 0.68500 -0.45701 1.0 -0.2 0.5 -0.04
C -0.30232 0.80300 0.67682 -0.4 -1.2 0.8 -0.22
C -0.76922 1.53676 1.92114 -0.1 1.2 -0.5 -0.14
C -0.74516 3.04529 1.68393 2.1 0.1 0.7 -0.45
C 0.61793 3.62677 1.32603 -1.8 0.3 -3.0 0.01
O -0.58973 3.44672 0.38366 -0.4 0.1 -0.2 -0.11
H 3.96807 1.14797 1.58267 0.0 0.2 0.2 0.08
H 2.27405 0.98641 2.04002 0.0 0.2 0.1 0.04
H 3.49464 0.08487 2.93555 0.2 0.2 0.1 0.08
H 4.09733 -0.82342 0.51496 0.0 -0.1 -0.1 0.10
H 2.43331 -0.54139 0.15893 -0.2 0.0 0.0 0.09
H 3.53281 -2.22734 2.48514 0.1 0.1 0.1 0.11
H 3.13475 -2.85909 0.90855 0.1 -0.1 0.1 0.10
H 0.98905 -3.17438 1.41439 -0.2 0.1 -0.1 0.10
H 1.45248 -2.90930 3.04914 -0.1 -0.1 0.1 0.11
H -0.41594 -1.57744 2.78477 -0.1 0.1 0.1 0.16
H 0.89242 -0.44555 2.87908 0.1 0.1 0.0 0.11
H -0.37542 -2.41309 -0.01643 0.1 -0.1 0.1 0.17
H 0.10675 -0.25872 -1.57785 0.0 0.0 -0.2 0.16
H -0.11896 -2.58601 -2.61658 0.0 -0.4 0.2 0.11
H -1.95357 -1.61510 -5.02165 0.1 -0.3 0.0 0.09
H -3.25433 -2.43859 -4.08261 0.2 -0.2 0.1 0.09
H -3.57591 -0.96640 -4.96579 -0.1 0.0 0.0 0.09
H -2.36341 1.46878 -3.06568 0.1 0.2 0.0 0.09
H -2.33632 0.82299 -4.70295 -0.1 0.1 -0.1 0.09
H -0.89509 0.69554 -3.71292 0.1 0.1 0.0 0.09
H -1.28215 1.52877 -1.12700 -0.4 0.2 0.1 0.12
H -2.30869 0.55662 0.03705 -0.3 0.2 -0.4 0.15
H 0.69192 1.11365 0.32750 -0.1 0.4 -0.2 0.15
H -1.81615 1.29760 2.11285 0.0 -0.2 0.3 0.04
H -0.13283 1.37318 2.78635 -0.1 -0.3 0.2 0.12
H -1.39788 3.63052 2.34075 0.3 -0.2 -0.3 -0.04
H 1.32065 3.09116 0.69511 0.8 -0.4 1.1 0.08
H 0.73720 4.69198 1.17991 0.4 0.2 1.3 0.10
Br -3.55042 3.20312 2.67648 -1.0 -0.2 0.2 -0.35
```
Forces are in eV/Å.

***

The following is a quantum chemistry calculation of a 7-piece molecular cluster, C14H28Br14 overall, from the OMol25 dataset.

Properties
Spin multiplicity ... 1
Structure (SMILES) ... BrCCBr.BrCCBr.BrCCBr.BrCCBr.BrCCBr.BrCCBr.BrCCBr
HOMO ... -0.376 Eh
Kohn-Sham gap ... 10.235 eV
Lowest unoccupied orbital energy ... 0.01 eV

XYZ file:
```
56
Properties=species:S:1:pos:R:3:forces:R:3:lowdin_charge:R:1
Br -4.65464 10.33879 -0.67315 -0.8 -1.4 0.6 0.54
C -5.20231 8.63312 0.30067 -0.3 0.0 0.6 -0.63
C -5.33297 8.98734 1.81708 1.0 -0.4 -1.4 -0.66
Br -5.30522 7.29887 2.88732 -0.1 1.1 -0.6 0.56
H -4.47733 7.87536 0.00351 0.6 0.5 0.6 0.04
H -6.11908 8.13756 -0.01879 -0.4 0.9 -0.5 0.06
H -6.23212 9.56761 2.02423 0.0 -0.4 0.0 0.06
H -4.46884 9.61902 2.02290 0.0 -0.4 0.7 0.03
Br 1.38611 4.22294 -8.05739 -0.4 0.0 -0.3 0.61
C -0.51523 3.85050 -8.40915 -0.3 0.5 0.1 -0.72
C -0.75550 2.37492 -8.12386 0.4 1.5 -1.0 -0.67
Br -2.74271 2.16048 -8.04810 1.4 -0.3 0.2 0.59
H -0.74481 4.08284 -9.44906 0.2 0.1 0.1 0.06
H -1.09854 4.51512 -7.77187 0.2 -0.1 0.1 0.04
H -0.10116 2.16904 -7.27678 -1.1 -0.8 0.4 0.04
H -0.33051 1.93092 -9.02406 -0.5 -0.9 0.3 0.06
Br -0.22367 -2.07101 10.55348 0.7 0.0 0.3 0.55
C 1.73237 -2.02190 11.07681 -1.9 -1.2 0.8 -0.67
C 2.31275 -0.82849 10.46216 -0.1 0.5 -0.9 -0.77
Br 4.15588 -0.77240 10.99332 0.5 0.3 0.1 0.66
H 2.06609 -3.02301 10.80385 0.4 0.5 -0.2 0.06
H 1.73644 -1.93075 12.16299 -0.1 -0.1 -0.1 0.05
H 1.77378 0.04562 10.82760 0.4 0.1 0.0 0.06
H 2.25956 -0.85015 9.37367 0.1 0.0 0.1 0.06
Br -2.79663 -6.07459 -4.97257 -0.3 0.9 -0.3 0.56
C -3.89512 -4.42514 -5.15256 -1.5 -0.9 0.5 -0.63
C -5.18353 -4.62949 -4.30305 0.2 0.0 0.4 -0.68
Br -6.55195 -5.86063 -5.06825 0.8 0.7 0.1 0.55
H -4.21848 -4.28368 -6.18384 0.5 -0.3 -0.1 0.05
H -3.33090 -3.54988 -4.83058 0.1 -0.3 0.2 0.06
H -5.69358 -3.69451 -4.07120 0.0 0.1 -0.6 0.05
H -4.98420 -5.04996 -3.31737 0.3 -0.2 -0.3 0.03
Br -1.71638 1.69273 -0.61991 0.1 -0.1 1.5 0.54
C -1.69352 1.66307 1.40426 0.4 0.6 0.1 -0.65
C -0.43336 2.32331 1.94124 0.9 -0.2 0.0 -0.66
Br -0.38441 2.17149 3.94082 -0.2 0.2 -1.0 0.56
H -1.73731 0.64935 1.80245 -0.2 0.0 -0.6 0.05
H -2.55317 2.23898 1.74694 -0.1 -0.2 -0.3 0.05
H -0.26659 3.35763 1.64042 -0.6 0.1 0.4 0.06
H 0.48797 1.82194 1.64482 -0.3 -0.3 0.0 0.04
Br 4.01268 0.68987 -3.06240 0.0 0.9 0.2 0.65
C 3.87818 -1.12858 -3.60950 0.2 -0.9 0.5 -0.75
C 5.26445 -1.76621 -3.44402 -0.4 0.2 -0.6 -0.68
Br 5.31889 -3.44504 -4.50264 0.1 0.6 0.6 0.58
H 3.46719 -1.14648 -4.61889 0.3 -0.1 0.1 0.05
H 3.18098 -1.58427 -2.90640 -0.1 -0.1 -0.3 0.05
H 5.49614 -1.96767 -2.39815 -0.2 -0.3 -0.2 0.06
H 6.02066 -1.07513 -3.81637 0.0 -0.4 -0.3 0.04
Br 6.36653 -8.13097 3.83261 -0.4 0.4 -0.4 0.58
C 5.43492 -6.41160 3.54487 0.3 0.3 0.2 -0.72
C 4.34603 -6.40732 2.52752 -0.6 -0.8 -0.7 -0.67
Br 3.72994 -4.52869 2.26449 0.1 -1.0 0.3 0.58
H 6.17176 -5.67681 3.22042 0.2 -0.2 0.7 0.05
H 4.97168 -6.22996 4.51467 0.5 0.4 -0.1 0.05
H 3.56027 -7.08543 2.86046 -0.5 0.6 0.0 0.06
H 4.61271 -6.76877 1.53437 0.3 0.3 0.1 0.06
```
Forces are in eV/Å.

***

Number 1: E -811.57573 Eh, strongest force on any atom 0.0534 Eh/bohr. Number 2: E -3551.32655 Eh, strongest force on any atom 0.0366 Eh/bohr. Number 3: E -3409.03186 Eh, strongest force on any atom 0.0683 Eh/bohr. Number 4: E -36586.37833 Eh, strongest force on any atom 0.0468 Eh/bohr.